A 5-piece molecular cluster, C3H18NO4 overall, computed with wB97M-V/def2-TZVPD.

Values from the calculation:
Net charge = +1
ΔE to the lowest compared entry with this formula, charge and spin = 36.6 kcal per mole
Calculated total energy = -13076.8522 eV
Lowest unoccupied orbital energy = -2.78 eV

Each line ends with the natural charge from an NBO analysis.
Positions of all 26 atoms, in Å:
H  -0.246697  0.878426  -0.359393  0.515
O  3.681358  0.331110  0.141405  -0.941
H  -2.033948  -2.612276  -1.311520  0.427
H  -3.520199  -0.568580  0.018752  0.228
O  3.605284  4.413991  0.181590  -0.950
H  3.908306  5.233084  0.591019  0.479
N  -2.013018  -1.913947  -0.579266  -0.518
H  -0.079826  -2.799234  1.331855  0.234
H  3.560673  -0.238177  -0.628253  0.464
H  -0.735224  -4.108993  0.289104  0.224
H  4.639848  0.371329  0.240958  0.477
H  -2.192434  -1.689753  1.467901  0.213
H  2.839452  4.072802  0.644511  0.471
H  -1.170303  -4.052245  1.944692  0.257
H  -0.367320  0.117917  0.937487  0.487
C  -0.947593  -3.400600  1.096614  -0.643
O  -0.147492  -0.017844  0.004524  -0.977
H  -2.591110  -0.041555  -1.334656  0.239
C  -2.143358  -2.519718  0.767559  -0.235
C  -3.070872  -0.911004  -0.895336  -0.432
H  -3.117630  -2.939628  1.028436  0.241
O  -0.031473  2.766642  -0.650597  -0.976
H  -0.223683  3.699151  -0.790036  0.501
H  -3.875941  -1.225042  -1.554725  0.245
H  0.653703  2.542080  -1.292165  0.488
H  -1.066296  -1.473783  -0.601387  0.483

Forces on the atoms, in the same order (eV/Å):
0.079 0.092 0.031
0.049 -0.196 -0.203
0.105 -0.494 -0.039
-0.120 0.005 0.471
0.327 -0.026 -0.498
-0.356 -0.248 0.145
-0.623 -0.311 -0.356
0.289 -0.002 -0.092
-0.022 0.082 0.117
0.132 0.246 -0.068
-0.080 0.125 0.081
0.524 0.468 -0.069
0.008 0.241 0.354
-0.022 0.323 0.086
0.320 -0.032 -0.081
-0.576 -0.634 -0.144
-0.370 0.014 0.192
0.050 -0.032 -0.154
0.082 0.109 1.550
0.166 1.120 -0.081
-0.020 -0.575 -1.195
0.097 -0.371 -0.141
-0.053 -0.012 -0.012
0.342 -0.641 -0.014
0.122 0.318 0.041
-0.450 0.430 0.078



A 5-piece molecular cluster, C3H18NO5 overall, computed with wB97M-V/def2-TZVPD.

Values from the calculation:
Net charge = +1
ΔE to the lowest compared entry with this formula, charge and spin = 12.1 kcal per mole
Calculated total energy = -15124.8054 eV
Lowest unoccupied orbital energy = -2.84 eV

Each line ends with the natural charge from an NBO analysis.
Positions of all 27 atoms, in Å:
H  1.038740  0.095045  0.215938  0.471
H  0.128502  -0.647100  -0.900585  0.453
H  1.536782  1.400590  2.620230  0.480
H  -0.596012  1.659305  -0.290458  0.234
H  -0.874070  0.603191  -2.531838  0.476
O  1.201140  1.898750  1.858049  -0.956
H  -1.172841  1.639541  2.016089  0.235
H  0.076076  -1.056356  0.740812  0.463
H  0.883642  2.667142  2.354670  0.483
O  1.546446  1.379815  -1.951530  -0.967
O  2.500605  -1.688576  0.591720  -0.966
H  -1.735102  -0.062764  1.824907  0.208
O  -1.357888  -0.167659  -2.210361  -0.729
H  -0.018931  -3.332758  -0.950580  0.495
H  -0.056323  -3.951266  0.545210  0.505
H  2.494109  1.401233  -1.757893  0.484
O  -0.152860  -3.175294  -0.011254  -0.992
N  0.105902  -0.300789  0.053230  -0.691
H  3.367473  -1.408190  0.273530  0.486
C  -2.006571  0.188205  -0.954015  -0.092
H  -2.705847  1.227901  1.271159  0.238
C  -1.662177  0.933042  1.369310  -0.613
H  -2.436459  -0.760970  -0.632660  0.201
H  1.457983  2.273557  -2.317071  0.486
C  -0.970757  0.687837  0.010824  -0.093
H  -2.800820  0.878411  -1.222340  0.214
H  2.209259  -2.381843  -0.015092  0.485

Forces on the atoms, in the same order (eV/Å):
-0.283 0.365 -0.023
0.131 -0.715 -0.393
0.220 -0.326 -0.425
0.560 -0.197 -0.470
-0.102 0.019 -0.152
0.155 0.011 1.023
0.272 -0.054 0.097
-0.708 -0.218 -0.294
-0.075 0.287 -0.585
0.449 0.619 -0.021
-0.046 0.226 -0.262
0.091 0.264 0.488
0.151 -0.107 0.625
-0.110 -0.775 0.216
0.056 -0.390 -0.544
-0.046 -0.424 0.079
0.057 1.112 0.259
1.422 0.626 0.234
-0.006 -0.165 0.105
0.444 -0.842 -2.084
0.060 0.227 -0.420
-0.187 -1.421 -0.158
-0.145 0.115 0.252
-0.414 -0.197 -0.034
-2.005 1.665 1.626
-0.035 0.322 0.669
0.094 -0.028 0.187



A 6-piece molecular cluster, C3H18O6 overall, computed with wB97M-V/def2-TZVPD.

Values from the calculation:
SMILES = CC(C)O.O.O.O.O.O
ΔE to the lowest compared entry with this formula, charge and spin = 8.2 kcal per mole
Calculated total energy = -15688.2247 eV
Lowest unoccupied orbital energy = 0.60 eV

Each line ends with the natural charge from an NBO analysis.
Positions of all 27 atoms, in Å:
H  0.061320  -0.020619  0.929710  0.154
H  0.784970  -2.734531  1.878672  0.211
C  0.447189  -1.693836  1.980935  -0.633
H  -0.920304  -0.466494  -3.240548  0.481
C  2.200661  -0.312940  0.689309  -0.628
H  0.295391  1.858804  -2.760528  0.505
O  -0.726005  0.111996  -2.470132  -1.031
O  0.283082  -1.457497  -0.481271  -0.787
O  -2.069906  0.655680  1.273027  -0.986
O  -0.182301  2.385055  0.167435  -0.973
H  1.819651  2.122201  -2.875753  0.474
H  0.370048  1.817052  -0.328628  0.493
H  -0.644823  -1.744818  2.036340  0.212
H  -2.561610  -1.224895  0.419768  0.491
H  -0.614254  -1.870844  -0.415682  0.519
H  2.511919  -0.070782  1.687736  0.213
O  1.026977  2.349832  -2.380579  -0.984
H  -2.534703  -0.687746  -0.931739  0.495
H  2.253841  0.667962  0.220160  0.209
H  2.851607  -1.040138  0.249185  0.220
H  -1.283781  1.094252  0.958762  0.498
C  0.737271  -0.834558  0.764627  0.104
H  -0.137278  3.256592  -0.187503  0.494
H  -2.255350  1.099206  2.152848  0.479
H  -0.164830  -0.383007  -1.765338  0.517
O  -2.457347  -1.573730  -0.464331  -0.964
H  0.908567  -1.302196  2.893519  0.216

Forces on the atoms, in the same order (eV/Å):
0.159 0.790 -0.081
0.168 0.225 -0.153
-0.042 -1.082 -0.398
0.455 0.331 1.111
-1.718 0.180 -0.088
-0.233 -0.581 -0.140
0.457 -0.616 0.200
0.951 -0.047 0.381
-1.240 0.199 2.181
-1.150 -0.271 1.930
-0.191 -0.073 -0.050
1.103 -0.404 -1.313
0.124 0.025 0.545
-0.071 -0.048 0.881
0.466 0.677 0.389
0.240 -0.301 0.686
0.506 0.550 0.288
0.332 -1.589 0.191
0.051 -0.217 -0.698
0.450 -0.267 -0.317
0.354 0.876 -0.409
0.053 -0.201 -0.157
0.223 0.702 -0.663
0.289 -0.830 -1.653
-1.039 0.251 -1.416
-0.325 1.561 -1.072
-0.372 0.158 -0.175



HOMO energy values, unit eV, following the record order: -13.4 -14.4 -10.2.
HOMO-LUMO gap values, unit eV, following the record order: 10.60 11.60 10.83.